Entry from the OMol25 dataset: the molecule C3H4N2O (ωB97M-V/def2-TZVPD).

relative energy (zero: lowest compared OMol25 entry of this formula, charge and spin)	70.7	kcal/mol
charge	0
E_LUMO (spin up / spin down)	0.57 / 0.57	eV
E	-301.37463	Eh
max |F|	0.874	eV/Å

Atoms and positions in Å:
N: 0.470 -0.458 -0.838
C: -0.808 -0.785 -0.956
O: -1.494 -0.447 0.075
C: -0.647 0.244 0.967
C: 0.605 0.385 0.320
N: 1.588 1.181 0.532
H: 1.184 -0.669 -1.522
H: -1.296 -1.181 -1.831
H: -0.773 -0.045 1.999
H: 1.172 1.775 1.254